# C44H84O15

A 11-piece molecular cluster, C44H84O15 overall (ωB97M-V with the def2-TZVPD basis set, OMol25).

Properties
LUMO energy = 0.000 eV
HOMO-LUMO gap = 9.4 eV
Largest force on an atom = 2.79 eV/A
SMILES = C[C@H]1COC(=O)O1.C[C@H]1COC(=O)O1.C1CCOC1.C1CCOC1.C1CCOC1.C1CCOC1.C1CCOC1.C1CCOC1.C1CCOC1.C1CCOC1.C1CCOC1
Highest occupied orbital energy = -9.4 eV
DFT total energy = -77695.5045 eV
Energy above the lowest of the compared OMol25 structures with the same formula, charge and spin = 0.0 kcal/mol

Last column: Löwdin charge in e.
Geometry (Å):
C -7.160 1.304 1.337  -0.0106
C -8.480 1.290 0.506  -0.2756
C -9.049 2.702 0.238  -0.1110
O -9.253 2.687 -1.126  0.0629
C -8.690 1.624 -1.719  -0.5399
O -8.539 1.527 -2.925  0.1290
O -8.261 0.730 -0.805  0.0834
H -6.378 1.653 0.662  0.0826
H -6.777 0.366 1.739  0.0802
H -7.230 2.069 2.109  0.0796
H -9.242 0.649 0.950  0.1461
H -8.315 3.477 0.459  0.1330
H -10.047 2.780 0.670  0.1401
C 4.509 2.825 -3.361  -0.0279
C 5.572 1.723 -3.501  -0.2989
C 6.704 2.047 -4.559  -0.0797
O 7.882 1.769 -3.874  0.0974
C 7.665 1.550 -2.608  -0.5881
O 8.528 1.473 -1.784  0.1578
O 6.347 1.661 -2.332  0.0766
H 3.802 2.593 -2.564  0.0768
H 3.900 2.807 -4.265  0.0855
H 4.933 3.796 -3.106  0.0892
H 5.030 0.784 -3.619  0.1483
H 6.592 3.092 -4.850  0.1290
H 6.592 1.440 -5.457  0.1334
C 0.254 0.487 0.015  -0.1955
C -1.008 0.070 0.703  -0.1896
C -0.659 -1.261 1.262  -0.2081
O 0.232 -1.779 0.271  -0.1258
C 0.716 -0.760 -0.591  -0.2256
H 0.976 0.904 0.716  0.1209
H 0.035 1.243 -0.739  0.1183
H -1.886 0.102 0.058  0.1171
H -1.249 0.687 1.569  0.1143
H -1.491 -1.947 1.419  0.1186
H -0.259 -1.193 2.273  0.1146
H 0.222 -0.872 -1.556  0.1170
H 1.793 -0.830 -0.743  0.1233
C -3.759 2.602 8.038  -0.1730
C -3.514 1.751 6.843  -0.1893
C -2.050 1.233 6.931  -0.2169
O -1.663 1.451 8.234  -0.1272
C -2.775 1.935 9.006  -0.1912
H -4.794 2.731 8.354  0.1169
H -3.403 3.611 7.829  0.1110
H -3.790 2.214 5.896  0.1062
H -4.212 0.914 6.844  0.1057
H -1.462 1.846 6.249  0.1120
H -1.907 0.164 6.773  0.1188
H -2.462 2.638 9.777  0.1130
H -3.214 1.144 9.614  0.1138
C 4.971 -5.624 -0.964  -0.1615
C 6.424 -5.211 -0.810  -0.1677
C 6.516 -3.867 -1.545  -0.2016
O 5.330 -3.704 -2.275  -0.1432
C 4.613 -4.899 -2.267  -0.2282
H 4.449 -5.186 -0.114  0.1077
H 4.753 -6.692 -0.965  0.1123
H 6.996 -6.051 -1.203  0.1089
H 6.727 -5.033 0.222  0.1072
H 7.406 -3.790 -2.169  0.1163
H 6.428 -2.992 -0.901  0.1175
H 4.914 -5.470 -3.145  0.1144
H 3.550 -4.745 -2.451  0.1179
C 0.632 -1.103 -7.747  -0.1618
C 1.222 -1.921 -6.595  -0.1614
C 2.718 -2.079 -7.005  -0.2211
O 3.053 -0.898 -7.691  -0.1440
C 1.880 -0.505 -8.447  -0.1717
H -0.082 -0.347 -7.420  0.1027
H 0.090 -1.828 -8.354  0.1031
H 0.724 -2.870 -6.400  0.1051
H 1.161 -1.386 -5.647  0.1006
H 2.933 -2.931 -7.650  0.1122
H 3.333 -2.329 -6.141  0.1132
H 1.975 -0.874 -9.469  0.1113
H 1.838 0.584 -8.477  0.1120
C -3.895 -1.378 -4.133  -0.1592
C -4.238 -2.241 -5.356  -0.1824
C -5.407 -3.037 -4.825  -0.1970
O -5.032 -3.280 -3.454  -0.1579
C -3.989 -2.420 -2.989  -0.1926
H -4.583 -0.538 -4.043  0.1101
H -2.931 -0.870 -4.112  0.0992
H -3.444 -2.876 -5.748  0.1129
H -4.700 -1.661 -6.155  0.1088
H -5.556 -3.927 -5.436  0.1208
H -6.283 -2.392 -4.760  0.1194
H -3.115 -3.047 -2.816  0.1116
H -4.164 -1.931 -2.031  0.1071
C -4.561 7.161 0.129  -0.1528
C -4.584 6.151 -1.027  -0.1801
C -3.761 4.973 -0.516  -0.1996
O -4.013 5.015 0.873  -0.1446
C -4.721 6.165 1.262  -0.2359
H -5.418 7.834 0.158  0.1153
H -3.592 7.645 0.257  0.1149
H -4.185 6.515 -1.974  0.1089
H -5.622 5.922 -1.266  0.1102
H -2.702 5.126 -0.722  0.1176
H -4.145 4.086 -1.020  0.1162
H -4.576 6.592 2.254  0.1211
H -5.742 5.782 1.273  0.1082
C 1.040 -9.464 1.227  -0.1797
C 0.230 -8.186 1.218  -0.1915
C 0.068 -7.775 -0.200  -0.1950
O 0.733 -8.810 -0.958  -0.1585
C 0.895 -10.032 -0.172  -0.1737
H 0.687 -10.057 2.071  0.1089
H 2.094 -9.280 1.435  0.1090
H 0.751 -7.386 1.745  0.1118
H -0.720 -8.392 1.713  0.1111
H 0.630 -6.865 -0.412  0.1171
H -0.969 -7.728 -0.530  0.1171
H 1.780 -10.617 -0.424  0.1122
H 0.063 -10.717 -0.336  0.1111
C 4.766 -1.281 3.623  -0.1874
C 5.075 -0.134 2.731  -0.1917
C 6.534 0.140 2.958  -0.1860
O 6.701 -0.216 4.346  -0.1411
C 5.920 -1.380 4.577  -0.2113
H 4.673 -2.132 2.948  0.1100
H 3.848 -1.191 4.205  0.1125
H 4.425 0.723 2.910  0.1129
H 4.930 -0.369 1.677  0.1077
H 6.835 1.185 2.884  0.1205
H 7.228 -0.362 2.284  0.1184
H 5.633 -1.366 5.628  0.1215
H 6.511 -2.262 4.326  0.1149
C 0.616 5.956 3.716  -0.1734
C 1.374 5.952 5.009  -0.1921
C 1.505 7.401 5.496  -0.1763
O 0.840 8.129 4.452  -0.1562
C -0.136 7.303 3.835  -0.1930
H -0.039 5.100 3.555  0.1085
H 1.337 5.983 2.898  0.1099
H 2.310 5.394 5.023  0.1095
H 0.722 5.360 5.651  0.1031
H 2.528 7.727 5.683  0.1154
H 1.001 7.536 6.453  0.1088
H -0.304 7.687 2.829  0.1172
H -1.022 7.307 4.469  0.1192